(1)
The following is a quantum chemistry calculation of a molecular structure, C3H5NO3S at a distorted geometry, from the OMol25 dataset.

Results
Energy   -795.8876 Ha
HOMO   -9.153 eV
Multiplicity   1
Frontier orbital gap   10.003 eV
Energy relative to the best compared isomer or geometry (same formula, charge and spin)   286.7 kJ/mol
LUMO energy   0.85 eV
Maximum force   5.817 eV Å⁻¹

XYZ file:
```
13
C3H5NO3S (wB97M-V/def2-TZVPD)
C -0.24463 -0.08671 -1.25110
C -0.52724 0.75037 -2.24192
C 0.34831 0.09500 1.08414
N -0.48735 0.50572 -0.01272
O -1.14530 3.01288 0.53316
O 0.86310 2.65420 -0.63880
O -1.06577 1.99785 -1.78911
S -0.40461 2.24007 -0.36852
H 0.31726 -0.98443 -1.47554
H -0.60905 0.51576 -3.29192
H 1.13000 -0.64878 0.68135
H 0.83267 1.03178 1.29406
H -0.29374 -0.21364 1.89632
```


(2)
The following is a quantum chemistry calculation of a single C3H5NO4 molecule at a distorted geometry, from the OMol25 dataset.

Results
Energy   -472.8647 Ha
HOMO   -9.780 eV
Multiplicity   1
Frontier orbital gap   10.009 eV
Energy relative to the best compared isomer or geometry (same formula, charge and spin)   537.5 kJ/mol
LUMO energy   0.23 eV
Maximum force   8.371 eV Å⁻¹
SMILES   O=C(O)/C(CO)=N/O

XYZ file:
```
13
C3H5NO4 (wB97M-V/def2-TZVPD)
O -2.18856 -0.37525 1.26302
C -1.21321 -0.88690 0.68796
O -1.17247 -2.29181 0.70552
C 0.00389 -0.16204 0.11619
C 0.34975 1.33531 0.25619
O 0.24992 1.97757 -0.85365
N 0.68354 -0.93128 -0.57489
O 1.74041 -0.45453 -1.41921
H -2.26930 -2.12619 1.19278
H 1.19609 1.21312 0.79818
H -0.60055 1.95682 0.68786
H 1.14266 2.13120 -1.28169
H 2.07784 -1.38602 -1.57826
```


(3)
The following is a quantum chemistry calculation of 2 unconnected molecules or ions with the total composition C3H5NO4 at a distorted geometry, from the OMol25 dataset.

Results
Energy   -472.7855 Ha
HOMO (alpha / beta)   -9.234 / -8.365 eV
Multiplicity   1
Frontier orbital gap (alpha / beta)   8.545 / 7.553 eV
Energy relative to the best compared isomer or geometry (same formula, charge and spin)   745.4 kJ/mol
LUMO energy (alpha / beta)   -0.69 / -0.81 eV
Maximum force   4.652 eV Å⁻¹

XYZ file:
```
13
C3H5NO4 (wB97M-V/def2-TZVPD)
C -0.96054 -1.09678 0.54621
C 2.14984 0.67793 -0.19777
C 0.23785 -0.71462 -0.10232
N -2.30136 0.75054 -0.08591
O -3.09551 0.16469 -0.70303
O -1.83083 -1.91061 0.10314
O -2.00555 1.81087 0.33960
O 1.13316 -0.02585 0.55343
H -1.09583 -1.01747 1.69664
H 1.77987 1.64933 -0.46203
H 2.42206 -0.15624 -0.90170
H 3.11597 0.78891 0.39820
H 0.45087 -0.92070 -1.18446
```


(4)
The following is a quantum chemistry calculation of a single C3H5NO4 molecule at a distorted geometry, from the OMol25 dataset.

Results
Energy   -472.9298 Ha
HOMO   -10.310 eV
Multiplicity   1
Frontier orbital gap   10.137 eV
Energy relative to the best compared isomer or geometry (same formula, charge and spin)   366.7 kJ/mol
LUMO energy   -0.17 eV
Maximum force   6.223 eV Å⁻¹
SMILES   NC(C(=O)O)C(=O)O

XYZ file:
```
13
C3H5NO4 (wB97M-V/def2-TZVPD)
N -0.21256 1.93634 -0.31848
C 0.01768 0.45481 -0.78727
C -1.04841 -0.40186 -0.03774
O -1.66320 -1.00664 -0.92762
O -1.31780 -0.38689 1.36523
C 1.33360 -0.14056 -0.16379
O 1.77433 -1.07459 -0.67615
O 1.22022 -0.00739 1.28971
H -1.01829 2.50939 -0.43135
H 0.51745 2.59719 -1.02307
H -0.02484 0.41741 -1.94140
H -0.65167 0.30273 1.82989
H 0.73966 0.94855 1.31874
```


(5)
The following is a quantum chemistry calculation of 2 unconnected molecules or ions with the total composition C3H5NO4 at a distorted geometry, from the OMol25 dataset.

Results
Energy   -472.8884 Ha
HOMO   -9.719 eV
Multiplicity   1
Frontier orbital gap   10.115 eV
Energy relative to the best compared isomer or geometry (same formula, charge and spin)   475.4 kJ/mol
LUMO energy   0.40 eV
Maximum force   5.333 eV Å⁻¹
SMILES   C=CC(=O)O.O=NO

XYZ file:
```
13
C3H5NO4 (wB97M-V/def2-TZVPD)
C -0.79449 1.83535 -0.20739
C -1.35808 0.70837 0.20587
C -0.87620 -0.69084 0.07742
O 0.20801 -1.15895 0.27341
O -1.83118 -1.57102 -0.31752
H -1.44674 2.64873 -0.19590
H 0.15269 1.90052 -0.78200
H -2.27761 0.73822 0.76095
H -1.47557 -2.32354 -0.67045
O 2.45767 0.16387 -1.09566
N 2.21165 -0.68812 -0.33737
O 2.78340 -0.40894 0.94486
H 2.24646 -1.15366 1.34378
```


(6)
The following is a quantum chemistry calculation of a single C3H5NO4 molecule, from the OMol25 dataset.

Results
Energy   -472.9516 Ha
HOMO   -9.175 eV
Multiplicity   1
Frontier orbital gap   9.077 eV
Energy relative to the best compared isomer or geometry (same formula, charge and spin)   309.4 kJ/mol
LUMO energy   -0.10 eV
Maximum force   0.880 eV Å⁻¹

XYZ file:
```
13
C3H5NO4 (wB97M-V/def2-TZVPD)
C 0.72439 -0.27542 -0.32688
C 1.44989 0.83156 0.25036
C -0.73333 0.55148 -0.55152
N 0.64856 -1.30719 0.68308
O -1.74809 -0.38865 -0.19021
O -0.56505 1.44322 0.69642
O 2.21038 1.59116 0.60347
O -0.80698 1.16426 -1.61464
H -2.37024 -0.35843 -0.92866
H -1.00008 1.01357 1.44652
H 1.13429 -0.53684 -1.30552
H -0.28737 -1.69783 0.67673
H 1.34363 -2.03088 0.56087
```


(7)
The following is a quantum chemistry calculation of a single C3H5NO4 molecule at a distorted geometry, from the OMol25 dataset.

Results
Energy   -472.8711 Ha
HOMO   -10.072 eV
Multiplicity   1
Frontier orbital gap   9.575 eV
Energy relative to the best compared isomer or geometry (same formula, charge and spin)   520.7 kJ/mol
LUMO energy   -0.50 eV
Maximum force   6.713 eV Å⁻¹
SMILES   O=C(O)/C(CO)=N/O

XYZ file:
```
13
C3H5NO4 (wB97M-V/def2-TZVPD)
O -1.85714 -1.66095 -0.93656
C -0.92134 -1.33545 -0.28212
O -0.31252 -2.18998 0.55300
C -0.10983 -0.17557 -0.08879
C -0.47405 1.22830 -0.64244
O 0.71767 1.92874 -0.94184
N 0.89830 -0.27937 0.64031
O 1.34482 0.90170 1.39259
H -0.55949 -3.10168 0.24774
H -1.36654 1.85271 -0.15761
H -0.82650 1.02273 -1.67472
H 1.54652 1.39503 -0.25510
H 1.92011 0.41380 2.14556
```


(8)
The following is a quantum chemistry calculation of a single C3H5NO4 molecule at a distorted geometry, from the OMol25 dataset.

Results
Energy   -472.8698 Ha
HOMO   -10.213 eV
Multiplicity   1
Frontier orbital gap   9.837 eV
Energy relative to the best compared isomer or geometry (same formula, charge and spin)   524.1 kJ/mol
LUMO energy   -0.38 eV
Maximum force   4.163 eV Å⁻¹
SMILES   O=[N+]([O-])C1(O)COC1

XYZ file:
```
13
C3H5NO4 (wB97M-V/def2-TZVPD)
O 1.53894 -1.49564 0.14016
N 1.49255 -0.29762 0.01145
O 2.42664 0.43500 -0.27141
C 0.20194 0.37836 0.14826
O 0.32739 1.71852 0.20402
C -0.94279 -0.29929 -1.10162
O -1.67061 -0.81712 -0.00642
C -0.85139 -0.30942 1.03471
H 1.23093 1.94495 -0.10488
H -1.43863 0.51341 -1.62431
H -0.49446 -1.05883 -1.73250
H -0.43457 -1.12110 1.64099
H -1.38591 0.40879 1.66155
```


(9)
The following is a quantum chemistry calculation of a single C3H5NO7S molecule at a distorted geometry, from the OMol25 dataset.

Results
Energy   -1096.8034 Ha
HOMO   -10.716 eV
Multiplicity   1
Frontier orbital gap   10.741 eV
Energy relative to the best compared isomer or geometry (same formula, charge and spin)   0.0 kJ/mol
LUMO energy   0.03 eV
Maximum force   4.022 eV Å⁻¹

XYZ file:
```
17
C3H5NO7S (wB97M-V/def2-TZVPD)
C -0.03997 0.29593 0.41705
C -0.03016 -0.56376 -0.91976
C 1.29523 0.26890 1.19222
N -0.39525 1.77379 0.15880
O 0.49335 2.35603 -0.32071
O -1.48476 2.12652 0.45871
O -2.98644 -1.88128 0.62909
O -1.09258 -0.42216 1.26767
O -1.31605 -0.88198 -1.10675
O 0.78091 -1.68130 -0.76623
O 0.37087 0.23839 -2.04668
S -2.35373 -0.66851 0.22472
H 1.13975 -0.31860 2.17497
H 1.73095 1.26221 1.52099
H 1.99551 -0.18253 0.47657
H 0.61084 -2.24784 -1.54170
H 1.28154 0.52616 -1.81894
```


(10)
The following is a quantum chemistry calculation of 2 unconnected molecules or ions with the total composition C3H5NOS at a distorted geometry, from the OMol25 dataset.

Results
Energy   -645.2564 Ha
HOMO   -9.742 eV
Multiplicity   1
Frontier orbital gap   9.931 eV
Energy relative to the best compared isomer or geometry (same formula, charge and spin)   670.2 kJ/mol
LUMO energy   0.19 eV
Maximum force   5.104 eV Å⁻¹

XYZ file:
```
11
C3H5NOS (wB97M-V/def2-TZVPD)
C -1.35734 0.96561 -0.12869
C 1.12280 -0.53837 -0.28703
C 2.34283 -0.12047 0.02999
H -1.82395 -1.16231 0.54811
H -1.27116 2.11651 -0.47141
H 0.61779 -1.54775 -0.96692
H 3.34900 -0.58710 -0.35014
H 2.47363 1.31179 0.61044
N -2.57367 0.41345 -0.19450
O -2.77531 -0.97084 0.31088
S -0.10461 0.11949 0.89926
```


(11)
The following is a quantum chemistry calculation of a single C3H5NOS molecule at a distorted geometry, from the OMol25 dataset.

Results
Energy   -645.4641 Ha
HOMO   -8.238 eV
Multiplicity   1
Frontier orbital gap   8.258 eV
Energy relative to the best compared isomer or geometry (same formula, charge and spin)   124.9 kJ/mol
LUMO energy   0.02 eV
Maximum force   2.424 eV Å⁻¹
SMILES   CN(C=O)C=S

XYZ file:
```
11
C3H5NOS (wB97M-V/def2-TZVPD)
C 2.11375 -0.91218 0.04789
N 0.78452 -0.28284 -0.06990
C 0.88784 1.12246 -0.12251
O -0.00443 1.86628 0.15650
C -0.39031 -0.93383 0.06593
S -1.88257 -0.29938 -0.04022
H 2.20647 -1.40996 1.00901
H 2.24953 -1.69517 -0.71566
H 2.91120 -0.18174 -0.12854
H 1.91494 1.50285 -0.42304
H -0.28488 -2.03503 0.19124
```


(12)
The following is a quantum chemistry calculation of a single C3H5NOS molecule at a distorted geometry, from the OMol25 dataset.

Results
Energy   -645.3900 Ha
HOMO   -8.737 eV
Multiplicity   1
Frontier orbital gap   8.495 eV
Energy relative to the best compared isomer or geometry (same formula, charge and spin)   319.5 kJ/mol
LUMO energy   -0.24 eV
Maximum force   6.941 eV Å⁻¹
SMILES   NC(=S)CC=O

XYZ file:
```
11
C3H5NOS (wB97M-V/def2-TZVPD)
N -1.39877 -0.46194 -0.88628
C -0.92216 0.52619 0.01682
S -1.63058 1.93155 0.74109
C 0.37719 0.24961 0.69199
C 1.41815 -0.69091 0.14032
O 1.48422 -1.20790 -1.07540
H -0.54441 -0.87093 -1.41854
H -2.23857 0.22036 -1.47325
H 1.17143 1.11845 0.71832
H -0.08350 -0.14394 1.68205
H 2.36701 -0.67056 0.86287
```